Here is C56H81BrIN11O7P2 as an isolated structure from the OMol25 dataset. Energies are from ωB97M-V with the def2-TZVPD basis set.

Cartesian coordinates (Å):
C 0.55729 -8.72379 -2.84227
C -0.40813 -7.97079 -3.37745
C -0.86464 -6.59399 -2.88639
C 0.41368 -5.76251 -2.67252
C 1.16120 -5.27613 -3.94514
N 0.91096 -3.87857 -4.23686
N 2.63941 -5.37953 -3.67503
N 0.87696 -6.04137 -5.13637
O -1.73167 -6.12964 -3.89833
C -2.64037 -5.08652 -3.60476
C -2.08427 -3.71509 -3.24969
C -3.28381 -2.75974 -3.00940
C -2.90915 -1.63929 -2.03836
C -1.81881 -0.70505 -2.61351
C -2.26881 0.76045 -2.72933
C -1.50722 1.49708 -3.83039
C 0.00290 1.61070 -3.60885
C 0.35979 2.72923 -2.59646
C 1.05092 3.95438 -3.24355
C 2.29966 4.39474 -2.46768
C 1.97812 5.37819 -1.33950
C 3.18002 5.63370 -0.42138
O 3.76924 6.88998 -0.71023
C 4.06722 7.63736 0.44980
C -1.62602 -6.84631 -1.55205
O -0.66859 -6.78467 -0.52311
O -2.19759 -8.15364 -1.45659
C -3.56090 -8.31766 -1.46473
I -4.55978 -7.23409 0.14384
P -4.40053 -7.75193 -3.08792
O -5.94321 -8.25469 -2.83343
Br -3.75379 -9.22738 -4.63399
P -3.74054 -10.13539 -1.05163
N -2.94426 -11.05073 -2.01947
O -5.29140 -10.43280 -0.99421
O -3.31178 -10.23727 0.49377
H 1.25614 -8.38482 -2.08988
H 0.64800 -9.75967 -3.14540
H -0.91147 -8.34536 -4.26053
H 1.12978 -6.31053 -2.07785
H 0.17636 -4.88599 -2.06286
H 1.66345 -3.56976 -4.83632
H 0.88181 -3.32840 -3.39162
H 2.84182 -4.93719 -2.78838
H 2.92056 -6.35271 -3.63558
H 1.45539 -6.86352 -5.18459
H 0.94276 -5.49579 -5.97955
H -3.23184 -4.96416 -4.51337
H -3.37659 -5.35368 -2.84049
H -1.49521 -3.71219 -2.33460
H -1.53701 -3.32844 -4.10058
H -3.52050 -2.27923 -3.95957
H -4.14025 -3.30749 -2.61525
H -2.59919 -2.04484 -1.07489
H -3.80076 -1.02983 -1.87718
H -0.88799 -0.78356 -2.05606
H -1.61744 -1.03414 -3.63566
H -2.16722 1.26103 -1.76549
H -3.31851 0.73914 -3.02686
H -1.66790 0.95023 -4.76347
H -1.90764 2.49878 -3.99842
H 0.47006 1.78988 -4.57536
H 0.40667 0.67290 -3.22916
H -0.55808 3.03193 -2.09327
H 1.01255 2.30092 -1.83594
H 0.33700 4.77598 -3.25057
H 1.35977 3.69486 -4.25217
H 2.97136 4.90216 -3.16405
H 2.84148 3.53844 -2.06637
H 1.72412 6.33847 -1.78601
H 1.12983 5.00535 -0.76414
H 3.92435 4.84819 -0.58445
H 2.89515 5.56941 0.63090
H 3.17000 7.79464 1.05435
H 4.83090 7.14800 1.05636
H 4.41922 8.61121 0.11841
H -2.35674 -6.06644 -1.33675
H -1.11362 -6.99065 0.30304
H -6.15971 -8.92571 -3.48901
H -2.26528 -11.59406 -1.50043
H -5.61279 -10.71369 -1.85471
H -2.35625 -10.34981 0.49052
N 3.59782 6.14027 3.71811
C 2.29063 5.89144 3.76589
C 1.44624 6.39338 4.74446
C 1.99045 7.19714 5.73233
C 3.34891 7.46604 5.69941
C 4.10385 6.91625 4.67401
H 1.90429 5.25587 2.97564
H 0.39024 6.15973 4.73181
H 1.36306 7.60818 6.51395
H 3.81550 8.08831 6.45067
H 5.17020 7.10454 4.60979
N -1.51776 2.85633 -7.14936
C -2.76683 3.31514 -7.13649
C -3.75984 2.86800 -7.99490
C -3.43688 1.88991 -8.92110
C -2.14111 1.40141 -8.94869
C -1.22442 1.91559 -8.04385
H -2.97804 4.08047 -6.39725
H -4.75919 3.27676 -7.93666
H -4.18292 1.51407 -9.60947
H -1.84489 0.63765 -9.65442
H -0.20075 1.55708 -8.02963
N -0.91578 7.22340 8.19692
C -0.12116 6.32960 8.78068
C -0.47935 5.00834 9.00496
C -1.73801 4.59329 8.60286
C -2.58078 5.51146 7.99573
C -2.12246 6.80772 7.81649
H 0.85402 6.69937 9.07997
H 0.21109 4.32629 9.48227
H -2.05756 3.57146 8.76045
H -3.57259 5.23082 7.66874
H -2.74795 7.55824 7.34480
N 5.21241 -4.95675 -2.24844
C 5.58465 -4.91927 -0.97002
C 6.80262 -5.39552 -0.50907
C 7.68220 -5.94517 -1.42772
C 7.30947 -5.99278 -2.76106
C 6.06876 -5.48475 -3.11743
H 4.86567 -4.48510 -0.28287
H 7.05266 -5.33730 0.54135
H 8.64274 -6.32961 -1.10945
H 7.96514 -6.41269 -3.51134
H 5.73515 -5.49618 -4.14999
N 0.95971 -6.30192 -8.16056
C 0.56433 -5.84423 -9.34634
C 0.93850 -6.41045 -10.55550
C 1.77423 -7.51435 -10.53350
C 2.19670 -8.00395 -9.30879
C 1.76162 -7.36431 -8.15840
H -0.08810 -4.97814 -9.31971
H 0.58267 -5.99519 -11.48826
H 2.09074 -7.98566 -11.45508
H 2.84951 -8.86340 -9.24373
H 2.06947 -7.72110 -7.18218
N 1.35362 6.00173 13.13781
C 0.95028 6.75863 12.11938
C 1.28567 8.09584 11.97152
C 2.08349 8.68357 12.93955
C 2.51094 7.91183 14.00699
C 2.12072 6.58147 14.05761
H 0.32335 6.26142 11.38996
H 0.92819 8.66110 11.12036
H 2.36582 9.72558 12.86349
H 3.13363 8.32965 14.78587
H 2.43649 5.94338 14.87566
N -2.92176 9.76019 12.43095
C -4.17946 10.19607 12.43644
C -5.15396 9.74507 11.55893
C -4.80149 8.78918 10.61996
C -3.49649 8.32579 10.59855
C -2.60080 8.84100 11.52363
H -4.41337 10.94542 13.18480
H -6.16138 10.13450 11.61196
H -5.53274 8.41205 9.91593
H -3.17723 7.58202 9.88399
H -1.57098 8.50165 11.54301

Results
- gap between HOMO and LUMO (eV) = 8.28
- total charge = 0
- HOMO level (eV) = -8.2539
- E_LUMO (eV) = 0.029

Here is C14H15NO2Pd as an isolated structure from the OMol25 dataset. Energies are from ωB97M-V with the def2-TZVPD basis set.

Cartesian coordinates (Å):
C 1.07957 -1.29866 -3.48868
C 0.74156 -2.55900 -2.89810
C 1.36109 -2.64018 -1.60503
C 2.10324 -1.42202 -1.38149
C 1.92263 -0.57523 -2.55609
Pd -0.02077 -0.89341 -1.46095
N -0.89927 0.46033 -2.56932
C -2.09573 -0.45490 -2.04647
C -1.96640 -1.98452 -1.95464
H 1.34960 -3.47917 -0.93092
H 0.19197 -3.34703 -3.39484
H 2.70779 -1.16216 -0.51091
H 2.35301 0.42930 -2.69138
H 0.80053 -0.93973 -4.48271
H -1.80258 -2.54072 -2.90334
H -2.71707 -0.37457 -2.97654
H -0.75759 1.48124 -2.20285
H -2.06892 -2.56392 -1.00826
H -2.80099 -0.23078 -1.17490
O 1.92379 0.15207 0.97601
C 0.71322 0.42495 1.08187
O -0.36201 -0.01645 0.45612
C 0.29571 1.19228 2.34132
C -1.03683 1.59416 2.52009
C -1.45919 2.33306 3.62273
C -0.50101 2.79622 4.53552
C 0.86694 2.48939 4.36672
C 1.25979 1.72606 3.23809
H -1.70350 1.14854 1.79203
H -2.52809 2.53179 3.69908
H -0.85526 3.40031 5.36477
H 1.59313 2.87219 5.11452
H 2.31165 1.45054 3.12855

Results
- gap between HOMO and LUMO (spin up / spin down) (eV) = 1.87 / 6.32
- total charge = -2
- <S²> = 2.1326
- HOMO level (spin up / spin down) (eV) = 3.4661 / -1.0528
- multiplicity = 3
- E_LUMO (spin up / spin down) (eV) = 5.337 / 5.262

Here is an isolated ion of composition C4H6NO2S and charge -1 from the OMol25 dataset. Energies are from ωB97M-V with the def2-TZVPD basis set.

Cartesian coordinates (Å):
O -1.36791 2.00533 0.94082
C -0.63398 2.28603 0.03760
N -0.27415 1.41226 -0.97490
C -0.11524 -0.01792 -0.93809
O 0.00187 -0.55279 -2.01472
C -0.16281 -0.69603 0.40216
C 0.86758 -1.80402 0.50536
S 0.41947 -2.86812 1.96064
H -0.15701 3.25053 -0.19645
H 0.01241 1.85040 -1.83906
H -0.16493 -0.05952 1.28579
H -1.19328 -1.05405 0.42345
H 0.96290 -2.41530 -0.39010
H 1.80508 -1.33681 0.79750

Results
- SMILES = O=CNC(=O)CC[S-]
- gap between HOMO and LUMO (eV) = 5.44
- total charge = -1
- HOMO level (eV) = -2.3781
- E_LUMO (eV) = 3.058